P:
# C25H36N4O2

3 unconnected molecules or ions with the total composition C25H36N4O2 (ωB97M-V/def2-TZVPD, the OMol25 dataset).

Positions of all 67 atoms, in Å:
C  4.89  0.44  1.96
C  4.79  -0.57  1.03
C  3.64  -0.65  0.26
C  2.63  0.27  0.41
C  1.39  0.08  -0.45
C  0.07  -0.07  0.35
C  0.12  -1.08  1.53
C  0.85  -2.34  1.08
N  0.43  -2.88  -0.06
N  1.09  -3.95  -0.48
C  2.10  -4.34  0.30
C  2.89  -5.52  -0.19
C  4.26  -5.39  -0.17
C  5.05  -6.42  -0.65
C  4.45  -7.56  -1.14
C  3.08  -7.68  -1.15
C  2.28  -6.66  -0.68
N  2.50  -3.82  1.47
N  1.83  -2.76  1.88
C  2.74  1.30  1.33
C  3.89  1.37  2.09
H  5.78  0.49  2.59
H  5.56  -1.33  0.89
H  3.56  -1.45  -0.47
H  1.30  0.97  -1.09
H  1.51  -0.76  -1.15
H  -0.71  -0.39  -0.35
H  -0.22  0.91  0.74
H  -0.91  -1.34  1.80
H  0.64  -0.63  2.37
H  4.72  -4.47  0.19
H  6.13  -6.30  -0.66
H  5.07  -8.37  -1.53
H  2.63  -8.58  -1.57
H  1.20  -6.71  -0.70
H  1.93  2.01  1.44
H  3.98  2.17  2.82
C  -4.42  1.58  0.08
C  -4.10  0.34  0.90
O  -3.16  0.58  1.93
C  -3.54  1.50  2.94
C  -4.77  1.05  3.72
H  -3.51  2.07  -0.26
H  -5.03  1.32  -0.79
H  -4.98  2.31  0.67
H  -3.64  -0.40  0.24
H  -5.01  -0.11  1.30
H  -3.70  2.50  2.51
H  -2.69  1.58  3.61
H  -5.67  1.07  3.11
H  -4.93  1.72  4.58
H  -4.64  0.03  4.09
C  -3.30  6.51  -3.16
C  -2.71  5.79  -1.95
O  -2.88  4.39  -1.99
C  -2.25  3.71  -3.07
C  -0.74  3.85  -3.07
H  -4.33  6.19  -3.32
H  -3.28  7.59  -3.00
H  -2.74  6.29  -4.07
H  -3.23  6.13  -1.05
H  -1.66  6.05  -1.82
H  -2.67  4.04  -4.02
H  -2.51  2.66  -2.95
H  -0.43  4.87  -3.30
H  -0.29  3.19  -3.82
H  -0.33  3.59  -2.09

Summary:
* HOMO-LUMO gap: 0.3114 Eh

***

Q:
# C25H36N4O2

C25H36N4O2 in the gas phase (ωB97M-V/def2-TZVPD, the OMol25 dataset).

Positions of all 67 atoms, in Å:
C  1.43  -2.08  -6.06
H  1.06  -2.30  -7.06
H  1.94  -2.96  -5.67
H  0.58  -1.87  -5.42
C  2.39  -0.89  -6.09
C  2.89  -0.58  -4.71
C  2.26  0.33  -3.90
C  2.70  0.59  -2.60
C  3.82  -0.11  -2.12
C  4.47  -1.04  -2.93
C  4.00  -1.27  -4.21
H  4.51  -1.99  -4.83
H  5.33  -1.57  -2.55
N  4.25  0.15  -0.84
C  3.68  1.04  0.04
O  4.14  1.16  1.17
C  2.54  1.78  -0.49
C  2.08  1.55  -1.74
H  1.23  2.10  -2.10
C  1.86  2.75  0.43
N  0.74  2.14  1.11
C  -0.52  2.38  0.61
O  -0.72  3.23  -0.25
N  -1.52  1.66  1.18
H  -1.31  0.80  1.67
C  -2.90  1.92  0.83
C  -3.72  2.28  2.07
C  -3.93  1.07  2.98
C  -4.61  -0.06  2.22
C  -3.76  -0.46  1.01
C  -3.54  0.74  0.09
H  -2.90  0.45  -0.75
H  -4.50  1.06  -0.32
H  -4.25  -1.26  0.46
H  -2.79  -0.82  1.36
H  -4.76  -0.92  2.87
H  -5.59  0.27  1.87
H  -2.97  0.73  3.36
H  -4.54  1.36  3.84
H  -4.69  2.66  1.75
H  -3.21  3.07  2.62
H  -2.87  2.78  0.16
C  1.03  1.19  2.16
H  0.35  1.36  2.99
H  2.04  1.40  2.50
C  0.96  -0.28  1.71
N  -0.26  -0.95  2.14
C  -0.29  -1.26  3.56
C  -1.45  -2.25  3.68
H  -1.37  -2.87  4.56
H  -2.39  -1.70  3.73
C  -1.38  -3.05  2.37
H  -2.36  -3.18  1.93
H  -0.96  -4.05  2.55
C  -0.44  -2.23  1.47
H  -0.86  -2.07  0.47
H  0.52  -2.75  1.35
H  -0.44  -0.36  4.16
H  0.65  -1.74  3.88
H  1.85  -0.82  2.07
H  0.98  -0.31  0.61
H  2.58  3.11  1.18
H  1.46  3.60  -0.13
H  5.05  -0.36  -0.49
H  1.40  0.88  -4.27
H  3.22  -1.12  -6.75
H  1.86  -0.02  -6.49

Summary:
* HOMO-LUMO gap: 0.3122 Eh

***

The least stable of them is P.